Formula: C42H47BrCl2F14PPtS2Si
Source: OMol25
Level of theory: ωB97M-V/def2-TZVPD

Atoms and positions in Å:
Pt 0.50 -0.67 1.10
Cl -1.91 -1.99 1.22
C -1.98 -2.59 -0.48
Cl -0.40 -2.42 -1.28
H -2.70 -2.00 -1.02
H -2.25 -3.63 -0.46
C -1.98 0.95 2.89
S -0.44 1.40 2.08
C 0.53 1.94 3.50
H -2.33 1.82 3.45
H -1.84 0.10 3.56
H -2.70 0.70 2.12
H 0.70 1.12 4.21
H -0.02 2.75 3.98
H 1.48 2.32 3.14
F 6.72 0.01 6.52
C 5.75 0.84 6.12
F 6.32 1.90 5.53
F 5.09 1.26 7.20
C 4.80 0.13 5.17
C 4.50 -1.21 5.39
C 3.59 -1.85 4.57
C 2.98 -1.15 3.53
C 3.30 0.19 3.31
C 4.21 0.83 4.14
P 1.80 -2.01 2.51
C 2.64 -3.23 1.51
C 4.03 -3.23 1.43
C 4.67 -4.06 0.53
C 3.92 -4.86 -0.32
C 2.53 -4.90 -0.23
C 1.89 -4.09 0.70
C 4.61 -5.60 -1.44
F 5.81 -6.04 -1.06
F 3.88 -6.63 -1.87
F 4.79 -4.75 -2.47
C 0.63 -2.84 3.58
C 0.55 -4.23 3.66
C -0.39 -4.82 4.50
C -1.24 -4.02 5.25
C -1.15 -2.63 5.20
C -0.21 -2.04 4.36
C -2.31 -4.67 6.09
F -1.94 -5.89 6.49
F -3.43 -4.79 5.37
F -2.59 -3.93 7.17
H 4.98 -1.75 6.20
H 3.35 -2.90 4.75
H 2.85 0.72 2.48
H 4.47 1.87 3.97
H 4.62 -2.60 2.09
H 5.75 -4.08 0.48
H 1.96 -5.56 -0.86
H 0.81 -4.11 0.77
H 1.23 -4.86 3.10
H -0.45 -5.89 4.58
H -1.79 -2.03 5.83
H -0.11 -0.96 4.34
F 5.55 -1.82 -3.76
C 4.59 -1.31 -3.06
C 4.77 -1.16 -1.68
F 5.91 -1.52 -1.13
C 3.76 -0.63 -0.94
F 3.98 -0.45 0.35
C 2.55 -0.19 -1.54
S 1.35 0.65 -0.68
C 2.43 -0.34 -2.95
F 1.33 0.07 -3.55
C 3.41 -0.91 -3.69
F 3.29 -1.07 -4.99
C -1.99 5.33 -3.79
C -1.96 4.34 -2.60
C -0.50 3.95 -2.29
C -2.52 5.05 -1.35
Si -2.94 2.79 -3.03
Br -2.48 1.23 -1.44
C -2.65 1.93 -4.75
C -1.11 1.99 -4.86
C -3.08 0.46 -4.73
C -3.29 2.70 -5.90
C -5.10 3.04 -2.84
C -5.77 1.82 -3.41
C -5.32 3.16 -1.34
C -5.34 4.33 -3.61
H -1.39 6.21 -3.53
H -2.99 5.69 -4.03
H -1.55 4.91 -4.70
H 0.03 4.88 -2.05
H 0.02 3.49 -3.13
H -0.44 3.29 -1.42
H -1.82 5.85 -1.09
H -2.60 4.38 -0.49
H -3.48 5.53 -1.53
H -0.60 1.52 -4.01
H -0.72 3.00 -5.00
H -0.85 1.42 -5.76
H -2.46 -0.14 -4.07
H -2.97 0.08 -5.75
H -4.13 0.31 -4.45
H -3.03 3.77 -5.89
H -4.38 2.61 -5.93
H -2.91 2.29 -6.84
H -5.49 0.90 -2.89
H -5.66 1.70 -4.48
H -6.85 1.97 -3.22
H -5.18 2.22 -0.82
H -6.39 3.44 -1.26
H -4.75 3.95 -0.85
H -5.04 4.29 -4.65
H -4.90 5.20 -3.13
H -6.44 4.47 -3.60

Values from the calculation:
Expectation value of S²: 6.03
Total charge: +3
Highest occupied orbital energy (spin up / spin down) in Ha: -0.5827 / -0.6086
Relative energy (zero: lowest compared OMol25 entry of this formula, charge and spin) in kcal/mol: 0.0
Energy in eV: -219508.4259
Multiplicity: 5